Density functional theory data (wB97M-V/def2-TZVPD) for C51H57AsN7PtS as an isolated structure at a distorted geometry.

```
118
Properties=species:S:1:pos:R:3:mulliken_spin:R:1
H -1.869 -5.492 2.805 -0.001
C -3.666 1.484 -4.301 0.008
C -1.605 1.580 1.361 0.001
H 1.876 1.989 0.944 0.005
H -3.476 1.143 3.949 0.000
H 1.239 -3.645 -0.160 0.012
H 0.579 -3.916 -5.142 0.000
C -0.328 -4.497 3.967 0.047
H -4.681 -0.465 -1.693 0.004
H 3.280 -3.146 0.981 -0.003
C -4.536 -4.994 -1.652 -0.009
H -4.789 -1.786 0.452 0.002
H 1.920 5.292 2.605 0.000
H -3.686 2.892 2.112 0.001
H -2.220 -0.078 3.960 0.000
H -5.577 1.180 -3.345 0.000
C 3.475 4.191 1.589 -0.001
C 3.684 1.600 4.360 -0.001
N 1.193 -0.180 -0.893 0.030
H -0.305 -5.241 4.749 0.003
C -2.332 1.117 -4.342 -0.007
C -5.588 -4.824 -0.775 0.006
H -2.833 -1.246 1.683 0.008
H -1.051 -5.743 -5.414 0.001
N 2.524 -2.058 -0.572 0.065
H 0.308 -2.217 -3.435 0.008
H 4.001 -1.527 0.758 -0.001
H -3.427 -0.093 0.452 -0.016
C -4.529 0.897 -3.377 -0.006
C -3.609 -2.858 -0.993 0.031
H -4.485 -5.905 -2.253 0.000
H 4.228 1.454 5.276 0.001
H -1.791 1.635 3.938 0.000
C -3.569 -4.014 -1.792 0.006
H -6.363 -5.544 -0.639 0.000
H -0.505 4.443 0.775 0.000
H 5.178 5.261 0.726 0.000
H 4.534 3.509 3.961 -0.001
H 5.599 4.422 2.197 0.000
N -1.596 2.885 1.782 0.008
C 0.715 1.076 -1.416 -0.009
H 4.579 -0.354 -3.203 0.000
H -6.541 -3.462 0.569 0.000
C -1.198 -4.630 2.880 -0.034
C -0.460 3.779 1.634 0.003
N 1.332 -0.308 2.289 0.148
C -0.238 -4.023 -4.453 -0.003
N -2.482 0.823 2.107 -0.005
H 5.394 3.528 0.705 0.000
H -4.234 -0.178 1.973 0.000
C -5.707 -3.636 -0.086 -0.004
C 0.501 -3.375 4.080 -0.032
H -2.965 4.385 1.621 0.000
C 0.657 2.854 -3.073 0.001
C 2.830 0.648 3.847 0.005
As -1.990 -1.800 -1.318 0.270
H -1.845 -3.799 1.052 0.016
H 1.688 4.093 0.245 -0.001
H 1.082 3.260 -3.975 0.000
C -1.169 -5.028 -4.595 0.005
H 3.486 5.383 3.431 0.000
C -0.428 3.413 -2.430 0.001
C -2.816 3.517 2.236 0.000
C 2.774 4.261 0.225 0.001
H -0.806 -0.153 -3.571 0.003
H -4.069 2.218 -4.993 0.001
C 2.200 0.760 2.616 0.030
N 3.557 -0.160 -1.382 0.002
S 2.314 -0.860 4.583 0.009
H -2.705 3.799 3.278 0.000
C 3.232 2.913 2.330 0.000
H 3.096 1.843 -0.807 0.000
H 1.183 -3.268 4.929 0.001
C -1.222 -3.622 1.904 0.101
C 1.179 1.679 -2.586 0.001
C 1.306 -1.193 3.232 0.062
C -0.408 -3.030 -3.510 0.001
H 0.455 3.224 1.555 -0.001
C -2.503 0.897 3.557 -0.002
H 3.232 6.347 1.990 0.000
H -3.026 -5.870 -3.873 0.000
C -0.898 2.828 -1.267 -0.003
H 1.988 1.196 -3.124 0.000
H 4.485 -2.860 -0.296 0.000
C 1.658 -3.113 -1.019 -0.024
C -2.278 -5.090 -3.754 -0.004
C -0.410 -2.483 2.002 0.041
H 4.315 1.622 -2.044 0.000
C -0.337 1.677 -0.727 0.036
Pt -0.131 -1.045 0.553 1.080
C 3.012 5.368 2.458 0.000
C -4.035 -0.035 -2.458 0.011
C -2.685 -0.406 -2.535 -0.011
C -1.501 -3.095 -2.652 0.007
H 4.705 1.309 -0.336 0.000
H 2.204 -3.888 -1.648 -0.003
C 2.408 1.900 1.879 -0.033
H 2.900 5.257 -0.191 0.000
C -1.831 0.152 -3.465 0.007
C 3.884 2.735 3.572 0.002
C 4.985 4.355 1.292 0.000
H 3.168 3.586 -0.510 0.000
H -0.912 4.264 -2.859 0.000
C 3.654 -2.428 0.255 0.006
C 3.927 1.216 -1.089 0.000
C 2.380 -0.757 -0.976 -0.011
H 5.462 -1.044 -1.785 0.000
H 4.074 -1.890 -2.470 0.001
H -1.667 1.559 -5.048 -0.001
C -4.684 -2.669 -0.159 -0.009
N -0.843 1.030 0.426 0.129
C 4.473 -0.910 -2.249 -0.001
H 0.814 -2.693 -1.552 0.040
H -1.778 3.260 -0.810 0.001
H -0.424 4.391 2.512 0.000
C -2.443 -4.121 -2.764 0.004
C 0.457 -2.389 3.126 -0.056
C -3.277 -0.250 1.515 0.016
```

Output
Energy above the lowest of the compared OMol25 structures with the same formula, charge and spin   0.00 kcal per mole
Net charge   +1
Spin multiplicity   3
HOMO (spin up / spin down)   -8.6001 / -10.0041 eV



Density functional theory data (wB97M-V/def2-TZVPD) for a 2-piece molecular cluster, C2H2Cl3NO overall at a distorted geometry.

```
9
Properties=species:S:1:pos:R:3:nbo_charge:R:1
C 1.871 0.345 0.476 0.299
N 0.849 0.467 1.073 -0.647
C -1.216 0.749 -0.306 -0.110
Cl 2.430 1.351 -0.807 0.037
H 0.620 -0.079 1.880 0.407
H -0.985 1.719 -0.392 0.240
Cl 3.299 -0.862 0.749 -0.121
O -1.196 -0.051 -1.153 -0.154
Cl -1.826 0.483 1.205 0.049
```

Output
Energy above the lowest of the compared OMol25 structures with the same formula, charge and spin   47.94 kcal per mole
Net charge   0
Spin multiplicity   3
HOMO (spin up / spin down)   -6.2611 / -10.9036 eV



Density functional theory data (wB97M-V/def2-TZVPD) for an isolated ion of composition C3H6NOS and charge +1 at a distorted geometry.

```
12
Properties=species:S:1:pos:R:3:nbo_charge:R:1
H 1.115 -1.807 -0.434 0.277
O 0.977 -1.619 1.965 -0.160
H -2.505 0.343 1.646 0.240
C -1.646 0.453 1.082 -0.269
H 1.979 -0.446 -0.356 0.291
N 0.545 -0.849 1.191 0.143
H -0.891 1.079 1.469 0.236
S -1.645 0.032 -0.544 0.609
H 0.521 1.279 -0.592 0.263
H 0.207 0.045 -1.892 0.246
C 0.159 0.237 -0.920 -0.492
C 1.001 -0.761 -0.093 -0.385
```

Output
Energy above the lowest of the compared OMol25 structures with the same formula, charge and spin   102.47 kcal per mole
Net charge   +1
HOMO (spin up / spin down)   -13.8268 / -13.8247 eV